No. 1
Here is a molecular structure, C36H51AgBrClGeN4O7SSeSi from the OMol25 dataset. Energies are from ωB97M-V/def2-TZVPD.

Energy relative to the best compared isomer or geometry (same formula, charge and spin) in kJ/mol: 0.0
Highest occupied orbital energy in hartree: -0.05577
E_LUMO in eV: 3.645
Gap between HOMO and LUMO in eV: 5.16
Net charge: -2
Total energy in Ha: -10495.32305

Geometry as XYZ:
```
105
Properties=species:S:1:pos:R:3:forces:R:3
Ag 0.4624 0.0088 -0.5810 -0.6 0.1 0.0
Br -4.3294 3.6254 -4.1560 0.0 0.0 0.0
Se -1.3933 2.8777 1.3990 -0.1 0.1 0.1
Ge -3.4542 3.8850 3.6034 0.0 -0.1 0.0
Cl 5.8373 -0.1136 1.5471 -0.1 0.2 0.1
S 6.7787 -3.4310 -0.6949 0.0 0.1 0.1
Si -0.5284 -1.7525 2.1924 0.0 0.0 0.0
O 6.6570 0.2319 -3.7831 0.0 0.1 0.2
O 3.0418 -0.5621 0.3816 0.4 -0.1 -0.1
O 8.1134 -3.3788 -1.2494 0.0 0.0 0.0
O 2.4704 1.6073 0.4231 0.1 0.0 -0.1
O 5.5144 2.0500 -4.0161 0.0 0.1 0.2
O -0.6161 -2.1730 -2.2896 0.1 0.0 0.0
O 5.9781 -4.6098 -0.9334 0.0 -0.1 -0.1
N -0.7207 -1.8608 0.5058 0.3 0.0 0.0
N 4.3575 -1.1013 -2.8490 -0.1 -0.1 -0.2
N 2.3738 -0.1504 -2.5317 -0.1 -0.2 -0.3
N 5.6152 0.8787 -3.6833 -0.2 -0.2 -0.4
C 4.4511 0.2330 -3.2189 0.1 0.1 0.2
C 3.0762 -1.2719 -2.4341 0.1 0.1 0.2
C -0.5489 -0.8660 -5.6703 0.0 0.0 0.0
C -1.6712 2.7736 -3.5110 0.0 0.0 0.0
C -3.0948 -4.6681 -0.0952 0.0 0.0 0.0
C 0.2708 3.7375 0.9013 0.0 -0.1 0.0
C -1.4618 -2.7941 -0.1111 -0.2 0.0 -0.1
C -2.2123 -3.9390 -2.1761 0.0 0.0 0.0
C -2.9961 2.6986 -3.1273 0.0 0.0 0.0
C 3.2096 0.7831 -3.0200 0.0 0.1 0.2
C -4.1973 5.2802 2.4525 0.0 0.0 0.0
C -1.0297 1.3139 -1.6222 0.2 0.0 0.0
C -2.3674 -1.1347 -3.5889 0.0 0.0 0.0
C -3.3822 1.9535 -2.0294 0.0 0.0 0.0
C -3.0442 -4.8084 -1.4769 0.0 0.0 0.0
C 6.8850 -3.1715 1.0625 0.1 -0.1 0.0
C -1.0701 -1.6155 -3.4464 0.0 0.0 0.0
C -3.6824 4.4351 5.4804 0.0 0.0 0.0
C -2.0972 -1.2653 3.1490 0.0 0.0 0.0
C 7.6984 -4.2818 1.7089 0.0 0.0 0.0
C -0.1621 -1.4818 -4.4899 0.0 0.0 0.0
C -2.7408 -0.5202 -4.7721 0.0 0.0 0.0
C -2.3402 -3.7073 0.5517 0.0 0.0 0.0
C 5.4021 -2.0981 -2.6623 0.1 0.0 0.1
C -1.5608 3.6423 3.1994 0.1 -0.1 0.0
C 0.7187 -0.4397 2.6658 0.1 0.0 0.0
C -4.3979 2.1984 3.3061 0.0 0.0 0.0
C -2.3988 1.2785 -1.3109 0.0 0.0 0.1
C 0.1260 -3.3606 2.9634 0.0 0.0 0.0
C 4.5694 1.1339 1.2132 0.0 0.0 0.1
C -1.8413 -0.3844 -5.8224 0.0 0.0 0.0
C -0.7228 2.0855 -2.7543 0.0 0.0 0.0
C 5.8685 -2.0064 -1.2141 0.0 0.0 0.0
C 2.5656 -2.5223 -1.8204 -0.1 0.0 0.0
C -1.4782 -2.9659 -1.5317 0.1 0.0 0.1
C 3.2404 0.6465 0.5970 -0.1 0.1 0.2
H -3.2773 3.6793 6.1548 0.0 0.0 0.0
H 1.0693 3.4339 1.5718 0.0 0.0 0.0
H 0.5066 3.3545 -0.0891 0.0 0.0 0.0
H -1.3854 3.3484 -4.3843 0.0 0.0 0.0
H -4.7394 4.5739 5.7159 0.0 0.0 0.0
H -2.7270 0.6900 -0.4553 0.0 0.0 0.0
H -4.0545 1.7407 2.3774 0.0 0.0 0.0
H 4.9780 -3.0768 -2.8719 0.0 0.0 0.0
H 6.5087 -1.1384 -1.0605 0.0 0.0 0.0
H 5.0235 1.8765 0.5643 0.0 0.0 0.0
H 0.7280 -0.3257 3.7559 0.0 0.0 0.0
H -4.2088 1.4960 4.1185 0.0 0.0 0.0
H -2.1351 -4.0053 -3.2564 0.0 0.0 0.0
H -0.5149 -4.2182 2.7527 0.0 0.0 0.0
H 1.1146 -3.5742 2.5478 0.0 0.0 0.0
H 0.1731 -0.7526 -6.4708 0.0 0.0 0.0
H 8.7144 -4.2960 1.3159 0.0 0.0 0.0
H -2.4292 -3.6268 1.6279 0.0 0.0 0.0
H 7.7420 -4.1222 2.7859 0.0 0.0 0.0
H 2.9142 1.8072 -3.1741 0.0 0.0 -0.1
H 6.2142 -1.9038 -3.3513 0.0 0.0 0.0
H 7.2400 -5.2527 1.5231 0.0 0.0 0.0
H -3.1627 5.3764 5.6682 0.0 0.0 0.0
H -4.4265 1.8947 -1.7447 0.0 0.0 0.0
H 5.8589 -3.1409 1.4298 0.0 0.0 0.0
H -2.3728 -0.2427 2.8754 0.0 0.0 0.0
H -5.4742 2.3607 3.2274 0.0 0.0 0.0
H 1.5012 -2.6115 -2.0266 0.0 0.0 0.0
H -3.7417 -0.1149 -4.8619 0.0 0.0 0.0
H 0.1402 4.8188 0.8817 0.0 0.0 0.0
H 4.3490 1.5865 2.1757 0.0 0.0 0.0
H -1.0402 4.6014 3.2301 0.0 0.0 0.0
H -5.2853 5.3127 2.5298 0.0 0.0 0.0
H -2.9658 -1.9013 2.9657 0.0 0.0 0.0
H -3.9242 5.0685 1.4184 0.0 0.0 0.0
H 0.8492 -1.8391 -4.3515 0.0 0.0 0.0
H 7.3366 -2.1890 1.2042 0.0 -0.1 0.0
H -2.1395 0.1141 -6.7363 0.0 0.0 0.0
H 0.4703 0.5261 2.2191 0.0 0.0 0.0
H 0.2283 -3.2653 4.0494 0.0 0.0 0.0
H -1.8851 -1.2763 4.2242 0.0 0.0 0.0
H -3.0572 -1.2207 -2.7611 0.0 0.0 0.0
H 5.0052 -1.9215 -0.5478 0.0 0.0 0.0
H -3.7380 -5.3134 0.4953 0.0 0.0 0.0
H -3.8011 6.2599 2.7253 0.0 0.0 0.0
H -3.6235 -5.5603 -1.9972 0.0 0.0 0.0
H -1.0849 2.9729 3.9185 0.0 0.0 0.0
H 3.0901 -3.4150 -2.1576 0.0 0.0 0.0
H 1.7218 -0.7148 2.3317 -0.1 0.0 0.0
H 2.6655 -2.4186 -0.7373 0.0 0.0 0.0
H 0.3110 2.1565 -3.0874 0.0 0.0 0.0
```
Forces are in eV/Å.


No. 2
Here is a molecular structure, C36H51BiN4O4P2SSbSe4 at a distorted geometry from the OMol25 dataset. Energies are from ωB97M-V/def2-TZVPD.

Highest occupied orbital energy in hartree: -0.16025
E_LUMO in eV: 2.076
Gap between HOMO and LUMO in eV: 6.44
Net charge: -1
Total energy in Ha: -13064.16595

Geometry as XYZ:
```
104
Properties=species:S:1:pos:R:3:forces:R:3
Bi 12.2147 11.8611 12.1954 0.0 1.4 -0.1
Sb 16.2210 11.2013 10.5893 -0.3 0.9 0.6
Se 13.9729 12.8030 10.5136 0.6 -0.5 -0.5
Se 15.8223 11.0472 13.2082 0.0 0.0 -0.2
Se 13.6869 10.1098 13.3766 0.5 -0.5 0.2
Se 15.8549 8.9924 9.8232 -0.1 -0.4 -0.2
S 10.4284 10.2169 11.0500 -0.1 0.0 1.4
P 9.7772 11.0772 15.2102 0.4 1.0 -0.2
P 9.7741 15.4085 10.1044 0.5 -0.7 -0.5
O 10.6210 11.1963 13.9525 -0.6 0.0 0.6
O 10.8081 10.8126 16.4194 0.7 -0.4 -0.1
O 9.3305 12.6211 15.5742 0.9 -0.4 -0.9
O 8.6429 10.1453 15.2215 -0.4 -0.2 0.2
N 8.4946 13.1380 11.3879 -0.4 -0.4 0.4
N 11.2995 9.4848 8.6473 -0.6 0.1 -0.4
N 9.0149 9.3709 9.0745 0.2 -0.5 -0.4
N 8.2186 14.7536 9.7569 -0.1 0.0 0.3
C 14.4141 15.6994 15.2380 -0.6 -0.1 -0.2
C 15.1094 16.8421 13.2303 0.2 -0.1 -0.4
C 12.6995 9.4623 9.0844 -0.8 0.6 -0.4
C 9.6914 17.1328 9.4970 -0.3 -1.1 -0.6
C 10.7441 14.6591 8.6918 -0.4 -0.6 0.1
C 10.3418 13.3936 8.2378 1.2 0.7 -0.3
C 14.8244 15.0894 16.5546 0.0 -0.4 0.1
C 13.7941 17.1216 12.9296 0.1 1.1 -1.1
C 9.6936 17.4782 8.1384 0.4 0.3 -0.4
C 11.8958 15.1946 8.1241 -0.5 0.6 0.9
C 13.0932 16.0259 14.9215 -0.1 -0.8 0.6
C 12.2777 13.2359 6.7732 -1.0 -0.7 -0.1
C 9.8607 19.7934 8.8139 0.1 -0.5 -0.9
C 12.6449 14.4810 7.2172 0.7 0.5 -0.3
C 10.2921 9.6843 9.4906 -0.1 -0.2 -0.9
C 9.8122 18.8292 7.8101 -0.6 -0.7 0.1
C 8.4822 14.5781 16.5836 0.5 0.6 -0.9
C 6.2382 13.6309 10.6780 0.0 -0.7 0.2
C 7.9883 12.2789 12.2991 1.8 -0.4 0.1
C 9.8318 19.4291 10.1329 -0.4 -0.1 0.8
C 9.2099 12.7114 18.0589 0.4 0.7 -0.8
C 15.0725 13.5485 16.4452 1.2 0.8 -0.8
C 6.6495 12.0300 12.4316 -1.0 -1.0 1.2
C 8.5892 13.0566 16.6852 -1.0 0.0 0.8
C 7.8480 9.8631 9.7943 0.2 -0.1 -0.5
C 7.6388 13.7986 10.6252 -0.2 0.9 -0.6
C 5.7572 12.6990 11.6070 0.4 0.9 -0.5
C 11.0728 12.7192 7.2676 0.2 0.4 0.0
C 11.0883 9.2488 7.2178 1.1 0.2 0.4
C 9.7363 18.0892 10.4856 0.2 0.8 -1.3
C 8.7977 8.0135 8.5725 -0.5 -0.1 0.2
C 16.0691 15.8774 17.0249 0.1 -0.2 1.2
C 15.3887 16.0412 14.3219 1.7 0.8 0.3
C 12.7879 16.7009 13.7707 -1.2 0.0 -1.0
C 13.7658 15.2325 17.6403 -1.2 1.7 -0.3
C 7.1922 12.4531 16.5623 -0.4 0.0 0.5
H 9.4459 15.0918 16.6454 0.2 -0.3 0.4
H 12.7122 9.1509 10.0965 0.3 -0.5 0.9
H 6.2851 11.3015 13.2086 0.5 0.9 -0.9
H 15.9080 17.2655 12.6106 -0.3 -0.4 0.2
H 17.0130 15.5295 16.5959 -0.2 0.0 0.0
H 11.7299 16.8220 13.4609 0.8 0.1 0.4
H 12.8213 14.6963 17.4123 0.6 0.2 0.1
H 10.2163 13.1730 18.0464 -0.3 -0.5 0.3
H 12.8735 12.6859 6.0385 -0.2 0.2 0.3
H 11.8959 9.7947 6.6970 -0.4 -0.3 0.1
H 8.7606 11.7128 12.8915 -1.0 0.8 -0.6
H 4.6978 12.5620 11.7402 -0.2 -0.1 -0.1
H 7.0213 9.6703 9.0975 -0.1 0.4 0.4
H 7.6851 9.3213 10.7265 -0.1 0.0 0.1
H 13.2240 8.7672 8.4528 0.3 -0.2 -0.1
H 14.1807 14.8685 18.5652 0.0 -0.3 0.4
H 9.7194 16.7088 7.3286 -0.2 0.7 0.9
H 9.7427 7.5241 8.4337 0.4 -0.2 -0.4
H 9.7757 19.1266 6.7714 0.2 0.1 -0.1
H 15.9825 16.9646 16.8701 -0.1 -0.4 -0.2
H 5.5679 14.1673 9.9967 0.3 -0.1 0.4
H 8.3042 7.4038 9.3593 -0.1 0.4 -0.4
H 16.4602 15.8882 14.5711 -0.9 -0.2 -0.3
H 13.4978 16.3284 17.8076 0.2 -1.2 -0.2
H 8.1321 14.9220 15.6006 -0.3 -0.5 0.1
H 8.1943 8.0118 7.6375 0.4 -0.1 0.6
H 8.6060 13.2314 18.8158 0.2 -0.4 0.0
H 13.5402 14.9391 6.8388 0.3 0.1 -0.1
H 7.7024 15.0638 8.9434 -0.1 -0.1 0.3
H 13.5946 17.7393 12.0363 -0.1 -0.5 0.5
H 11.6936 10.9240 16.0297 -0.2 -0.1 0.3
H 6.7611 12.8346 15.6257 -0.1 -0.3 0.3
H 14.2631 13.0561 15.8799 0.4 0.2 0.3
H 9.4944 12.9379 8.6706 -0.9 -0.5 0.3
H 7.2577 11.3570 16.5573 -0.1 0.4 -0.3
H 9.8232 20.1591 10.9250 0.2 0.3 0.0
H 16.1450 15.7660 18.1205 0.2 -0.1 -0.3
H 13.1394 10.4597 9.0551 0.1 0.0 -0.3
H 15.1290 13.1565 17.4601 0.1 -0.3 -0.1
H 11.2163 8.1810 7.0447 -0.1 0.0 -0.4
H 16.0579 13.3720 15.9249 -1.1 -0.1 0.4
H 7.9881 10.9152 10.0177 -0.3 0.1 -0.1
H 6.5621 12.7314 17.4291 0.2 0.1 -0.4
H 7.8419 15.0041 17.3438 -0.3 -0.1 0.3
H 10.6479 11.8141 6.8891 0.1 -0.5 -0.1
H 12.2653 15.6881 15.5400 0.2 0.1 0.1
H 9.2757 11.6328 18.2168 0.0 0.2 0.1
H 9.9444 20.8007 8.4858 0.0 0.8 0.1
H 10.1311 9.6128 6.8748 -0.2 -0.1 0.1
H 12.1926 16.1945 8.4415 0.2 -0.2 -0.2
H 9.7630 17.7889 11.4931 -0.1 -0.3 1.2
```
Forces are in eV/Å.